DFT (wB97M-V/def2-TZVPD) results for a 8-piece molecular cluster, C25H58Cl2IN16O15PS3 overall at a distorted geometry.

Calculated values
HOMO = -0.3166 Eh
SMILES = CC(C)C[C@@]1(CCSc2nnco2)[C@@]([C@H](Cl)[C@H](C)Cl)(P(=O)(O)O)[C@H](CCCI)[C@@](O)(S)OS1(=O)=O.NC(N)=O.NC(N)=O.NC(N)=O.NC(N)=O.NC(N)=O.NC(N)=O.NC(N)=O
Calculated total energy = -5746.1426 Eh
Charge = 0

Each line ends with the Mulliken charge.
Element x y z (Å)
C1 -2.48 0.95 4.43  -1.296
C2 -1.99 0.76 2.87  0.725
C3 -0.76 1.77 2.75  -1.090
C4 -1.65 -0.80 2.75  -0.994
C5 -1.49 -1.46 1.30  0.804
C6 -0.80 -0.41 0.25  -1.490
C7 -1.62 0.81 -0.31  -0.853
S1 -2.17 0.64 -2.12  -0.131
C8 -3.57 1.86 -2.19  0.382
N1 -3.75 3.00 -3.04  -0.542
N2 -4.94 3.50 -2.58  -0.276
C9 -5.54 2.78 -1.49  0.074
O1 -4.63 1.70 -1.25  -0.101
C10 -0.55 -2.83 1.48  1.049
C11 0.99 -2.42 1.58  -0.004
Cl1 1.85 -2.20 -0.08  -0.144
C12 2.11 -3.09 2.48  0.006
C13 2.11 -4.57 2.99  -0.723
Cl2 2.52 -2.01 3.97  -0.227
P1 -1.11 -3.69 3.11  0.584
O2 -0.86 -5.23 3.10  -0.745
O3 -0.37 -3.12 4.52  -0.512
O4 -2.77 -3.70 3.44  -0.475
C14 -0.92 -3.93 0.31  -0.817
C15 0.15 -5.07 0.02  -1.015
C16 -0.11 -6.57 0.49  -0.974
C17 -1.58 -7.16 0.45  -0.855
I1 -1.54 -9.10 1.53  -0.051
C18 -1.52 -3.40 -1.06  0.300
O5 -0.65 -3.03 -2.12  -0.501
S2 -2.47 -4.86 -1.84  -0.529
O6 -2.54 -2.38 -1.06  -0.191
S3 -3.06 -1.91 0.45  1.503
O7 -3.86 -3.06 0.96  -0.752
O8 -4.10 -0.80 0.42  -0.621
H1 -1.91 0.24 5.13  0.244
H2 -2.32 2.05 4.71  0.412
H3 -3.61 0.76 4.48  0.369
H4 -2.93 1.09 2.30  0.132
H5 -1.21 2.84 2.85  0.338
H6 -0.19 1.77 1.77  -0.040
H7 -0.07 1.68 3.68  0.224
H8 -0.64 -0.90 3.31  0.504
H9 -2.52 -1.25 3.37  0.269
H10 0.19 0.02 0.66  0.479
H11 -0.45 -0.95 -0.72  0.543
H12 -0.91 1.73 -0.35  0.768
H13 -2.53 1.17 0.24  0.011
H14 -6.51 3.01 -0.93  0.366
H15 1.00 -1.34 2.01  0.198
H16 3.12 -2.99 1.93  0.712
H17 3.22 -4.93 3.13  0.524
H18 1.66 -4.63 4.05  0.140
H19 1.60 -5.38 2.38  -0.323
H20 -0.55 -3.77 5.24  0.393
H21 -2.93 -3.64 4.40  0.378
H22 -1.81 -4.51 0.79  0.534
H23 0.27 -5.18 -1.13  0.603
H24 1.23 -4.84 0.37  0.364
H25 0.51 -7.25 -0.22  0.407
H26 0.32 -6.84 1.53  0.461
H27 -1.95 -7.42 -0.59  0.468
H28 -2.38 -6.55 1.00  0.353
H29 0.29 -3.27 -2.00  0.432
H30 -3.62 -4.97 -1.03  0.162
N3 4.92 -4.50 6.78  -0.390
C19 4.65 -5.43 5.84  0.613
N4 4.73 -6.71 6.27  -0.405
O9 4.36 -5.14 4.68  -0.648
H31 5.16 -4.71 7.73  0.160
H32 4.87 -3.53 6.49  0.215
H33 4.53 -7.44 5.60  0.222
H34 4.96 -6.97 7.21  0.157
N5 2.88 4.44 0.97  -0.265
C20 2.38 3.66 1.95  0.548
N6 2.76 4.00 3.21  -0.388
O10 1.64 2.71 1.72  -0.532
H35 3.49 5.23 1.14  0.139
H36 2.62 4.22 0.02  0.112
H37 2.40 3.43 3.96  0.233
H38 3.36 4.77 3.42  0.155
N7 -3.78 -6.52 -7.03  -0.392
C21 -3.10 -6.27 -5.88  0.636
N8 -3.53 -5.19 -5.19  -0.278
O11 -2.18 -6.98 -5.50  -0.652
H39 -4.54 -5.95 -7.37  0.154
H40 -3.49 -7.31 -7.58  0.234
H41 -3.06 -4.98 -4.33  0.223
H42 -4.29 -4.60 -5.49  0.155
N9 1.49 6.44 -3.24  -0.372
C22 2.03 5.22 -3.04  0.637
N10 2.80 4.77 -4.06  -0.328
O12 1.85 4.56 -2.02  -0.730
H43 1.64 6.99 -4.07  0.170
H44 0.91 6.81 -2.50  0.219
H45 3.22 3.86 -3.96  0.197
H46 2.96 5.29 -4.91  0.198
N11 6.73 2.66 -1.82  -0.389
C23 5.84 3.54 -2.33  0.547
N12 4.60 3.49 -1.76  -0.128
O13 6.12 4.32 -3.23  -0.673
H47 6.53 2.01 -1.08  0.160
H48 7.66 2.67 -2.21  0.238
H49 3.91 4.13 -2.12  0.109
H50 4.36 2.85 -1.02  0.135
N13 -7.15 7.91 -1.30  -0.393
C24 -6.60 6.68 -1.12  0.623
N14 -5.83 6.25 -2.15  -0.316
O14 -6.78 6.02 -0.11  -0.659
H51 -7.01 8.47 -2.12  0.156
H52 -7.73 8.26 -0.55  0.228
H53 -5.40 5.34 -2.06  0.304
H54 -5.67 6.78 -2.99  0.148
N15 5.27 8.20 -6.15  -0.415
C25 4.19 8.24 -5.33  0.728
N16 4.37 8.92 -4.18  -0.376
O15 3.13 7.69 -5.61  -0.722
H55 6.14 8.65 -5.93  0.158
H56 5.17 7.70 -7.01  0.220
H57 3.59 8.97 -3.54  0.219
H58 5.23 9.38 -3.93  0.162